1.
Density functional theory data (ωB97M-V/def2-TZVPD) for C23H35CoNO4S2Si as an isolated structure at a distorted geometry.

```
67
Properties=species:S:1:pos:R:3:forces:R:3:mulliken_spin:R:1
C 1.975084 2.094627 -0.096514 -0.1 0.1 0.0 -0.021
H 3.293027 4.343498 -0.757812 0.0 0.0 0.0 0.000
H -3.294164 -1.510518 -0.149932 0.0 0.0 0.0 0.001
H 4.034360 -2.515327 -2.111310 0.0 0.0 0.0 0.000
H -2.350195 -3.194187 -1.681429 0.0 0.0 0.0 0.000
H 1.221019 -4.258811 -0.332317 0.0 0.0 0.0 0.000
H -2.082150 -3.815667 2.554901 0.0 0.0 0.0 0.000
C 1.405479 3.318438 -0.745263 -0.2 -0.1 0.0 0.017
H 2.695972 1.615213 -0.761031 0.0 0.0 0.0 0.001
C 2.074828 -2.487325 -1.207577 0.1 -0.2 -0.1 -0.004
C 0.294177 -0.610350 2.814223 0.1 0.0 0.2 0.003
H 1.877916 -3.081998 -3.269816 0.0 0.0 0.0 0.000
C -3.203401 -2.161810 0.718407 0.1 0.0 -0.1 0.004
O -0.104542 -0.370506 1.451626 0.0 0.1 0.4 0.031
H 2.059763 0.626246 2.689103 0.0 0.0 0.0 0.001
H -1.586678 0.168432 3.547311 0.0 0.0 0.0 -0.001
C -0.414369 4.434180 -1.674459 0.0 0.4 -0.2 0.005
C 1.299350 -2.539230 -2.521409 -0.1 0.1 0.2 0.012
H -4.178255 -2.603015 0.929854 0.0 0.0 0.0 0.000
C -2.309635 5.510260 -2.707573 0.1 -0.2 0.2 0.017
C -2.202667 1.678021 0.980816 -1.0 -0.3 1.3 0.038
O 1.434683 -1.652735 -0.234170 0.3 0.0 0.0 0.001
H 3.982526 -1.759985 -0.503499 0.0 0.0 0.0 0.000
C 2.244682 4.418567 -1.013626 0.1 0.1 -0.1 -0.005
C 0.364013 5.588563 -1.935872 -0.1 -0.3 0.0 -0.001
H 1.194631 1.372283 0.134919 0.1 -0.1 0.0 0.015
H 2.356122 6.409570 -1.766547 0.0 0.0 0.0 0.000
C 2.205484 -3.893798 -0.626672 -0.1 0.1 0.0 0.000
H 2.849842 -3.887211 0.254170 0.0 0.0 0.0 0.000
C -2.469283 -3.933022 -0.887177 0.1 0.1 0.1 0.003
H -1.533447 -1.599051 3.414200 0.0 0.0 0.0 0.000
H -1.762342 -4.747566 -1.053813 0.0 0.0 0.0 0.000
H 1.343138 0.544797 4.311866 0.0 0.0 0.0 0.000
C 1.120383 -1.888287 2.932327 0.0 0.1 -0.1 0.001
H -2.003721 7.522363 -3.398241 0.0 0.0 0.0 0.000
H -1.431545 -5.031395 1.443947 0.0 0.0 0.0 0.000
C 3.450596 -1.875275 -1.448788 -0.1 0.0 0.1 0.000
H 2.492604 2.363693 0.824953 0.0 0.0 0.0 0.001
Co -1.234660 1.838524 -0.571892 0.9 0.6 -2.0 2.508
N 0.119639 3.339780 -1.049906 0.3 -0.1 0.3 0.025
C -2.185348 -3.269219 0.458165 -0.2 -0.1 -0.1 0.000
S -2.777707 3.008368 -1.763352 -0.2 -0.1 0.2 0.178
H 0.513534 -2.753253 2.661243 0.0 -0.1 0.0 0.000
H 1.477414 -2.011969 3.955045 0.0 0.0 0.0 0.000
H -3.342079 5.472549 -3.028371 0.0 0.0 0.0 -0.003
H -0.683340 -0.783422 4.733891 0.0 0.0 0.0 0.000
H -3.189578 -4.805050 1.587556 0.0 0.0 0.0 0.000
H -3.485887 -4.326549 -0.920642 0.0 0.0 0.0 0.000
O -0.840387 -2.776820 0.404687 0.0 -0.2 0.2 0.003
Si -0.116124 -1.349311 0.142237 -0.5 0.5 -0.8 0.010
H 2.628543 -4.566213 -1.374065 0.0 0.0 0.0 0.000
C -1.779585 4.403671 -2.071322 -0.1 0.1 -0.1 -0.027
H 0.566488 1.516788 3.049938 0.0 0.0 0.0 0.001
H 0.369256 7.596402 -2.711335 0.0 0.0 0.0 0.001
H 3.343298 -0.893161 -1.912233 0.0 0.0 0.0 0.000
C -1.545549 6.664055 -2.923985 0.1 0.1 0.0 -0.013
C 1.729336 5.545680 -1.580558 0.0 -0.1 0.1 0.009
H 0.340173 -3.042621 -2.382170 0.0 0.0 0.0 -0.002
C -0.958450 -0.711922 3.680892 0.1 0.0 -0.2 0.001
C 1.121680 0.597415 3.245392 -0.1 -0.1 -0.1 -0.003
C -2.224870 -4.296398 1.585229 0.1 0.1 -0.1 -0.001
C -0.231168 6.710798 -2.543834 0.0 0.1 -0.1 0.025
H -2.904572 -1.555007 1.573564 0.0 0.0 0.1 -0.001
H 1.975182 -1.847286 2.255661 0.0 0.0 0.1 0.000
H 1.103806 -1.533018 -2.887618 0.0 0.0 0.0 -0.003
S -1.062647 -0.200100 -1.385844 0.2 -0.7 0.2 0.163
O -3.069682 1.435605 1.655850 -0.1 0.0 0.4 0.009
```
Positions in Å, forces in eV/Å.

Summary:
2S+1: 4
E_HOMO (alpha / beta): -7.482 / -7.635 eV
HOMO-LUMO gap (alpha / beta): 7.33 / 6.97 eV

=====

2.
Density functional theory data (ωB97M-V/def2-TZVPD) for a 2-piece molecular cluster, C8H18N2 overall at a distorted geometry.

```
28
Properties=species:S:1:pos:R:3:forces:R:3:nbo_charge:R:1
C -2.583875 -1.539786 -1.343009 -0.9 -1.6 -1.4 -0.233
H 2.288047 -1.334884 0.260943 -0.1 0.6 0.3 0.213
H 0.668243 2.231692 0.958341 0.2 0.0 0.1 0.160
H -3.763118 0.225403 -0.986775 0.5 -0.1 -0.3 0.207
H -1.738494 -1.786073 -2.013922 -0.2 0.2 0.0 0.163
N 2.465240 1.939534 -0.126505 1.6 1.1 -1.6 -0.641
C -1.372584 -1.199047 0.474891 1.8 -0.3 0.6 -0.235
H 1.456102 0.566190 -1.206366 0.2 -0.8 -0.3 0.147
H 3.198458 0.420437 -1.579220 0.0 0.5 0.7 0.206
H 2.190363 0.221979 2.569509 -0.2 0.6 -0.5 0.217
H 2.204841 2.695924 -0.772151 0.2 -0.6 0.6 0.363
C 1.747845 0.459336 1.582965 -0.4 -0.5 -0.4 -0.419
H -2.642891 0.499832 0.930579 0.4 -0.2 -0.3 0.210
H 2.188133 2.667238 1.792770 -0.3 -0.4 -0.1 0.194
H 3.621184 -0.254691 0.762903 -0.4 -0.2 0.0 0.204
C -1.962831 0.122057 0.143026 0.5 2.9 1.1 -0.420
C -2.703186 -0.049778 -1.148864 -1.2 -0.2 -0.4 -0.419
C 2.553770 -0.280917 0.470692 0.7 0.0 -0.2 -0.412
H -1.797520 -3.027932 -0.180223 -0.7 0.3 0.2 0.355
H -2.349297 0.489353 -2.048620 0.0 -0.1 0.7 0.214
H -3.512893 -1.898032 -1.826778 0.5 -0.4 0.3 0.200
H -1.179905 0.887271 -0.021046 -0.2 -0.3 0.6 0.207
H -1.074005 -1.393282 1.523021 -0.3 0.3 -0.4 0.207
H -0.460065 -1.249175 -0.149808 0.3 -0.1 0.3 0.147
H 0.677358 0.179560 1.618167 0.7 -0.4 0.0 0.205
C 2.471719 0.627271 -0.770193 -2.0 0.0 0.7 -0.219
C 1.725097 1.935715 1.102900 -0.1 0.2 0.7 -0.217
N -2.315736 -2.155193 -0.017228 -0.5 -0.4 -1.1 -0.607
```
Positions in Å, forces in eV/Å.

Summary:
structure (SMILES): C1CCNC1.C1CCNC1
E_HOMO: -8.337 eV
HOMO-LUMO gap: 9.22 eV

=====

3.
Density functional theory data (ωB97M-V/def2-TZVPD) for a 8-piece molecular cluster, C42H80BF4N9O5 overall at a distorted geometry.

```
141
Properties=species:S:1:pos:R:3:forces:R:3:mulliken_charge:R:1
H -8.753300 -9.534020 -0.309670 0.2 0.2 0.1 0.431
H -13.187190 -15.774780 -4.126540 -0.1 -0.1 0.0 0.294
H -12.598610 -15.318900 -6.558290 -0.5 0.1 -0.4 0.434
H -11.166860 -14.677980 -5.915070 0.3 0.5 0.2 0.402
H -7.968810 -17.077130 -20.587520 0.2 0.2 0.1 0.419
C 0.805880 -8.298030 -6.087630 -1.0 -1.1 0.7 -1.312
H -13.353370 -14.333210 -3.081410 -0.3 0.0 -0.3 0.294
H -10.299850 -12.190290 -6.864450 -0.2 -0.1 0.0 0.346
H -9.684510 -22.162350 -12.419300 0.6 0.2 -1.0 0.353
N -0.680110 -7.358130 -7.762250 -0.3 -1.7 0.1 -0.225
H -0.142460 -14.726030 -7.171740 -0.1 0.1 0.5 0.345
H -3.923460 -17.680200 -4.532520 0.1 -0.1 0.0 0.520
O -7.370080 -23.297930 -11.930820 -5.0 0.5 1.9 -0.422
C -8.494530 -23.496190 -11.439840 4.7 -0.3 -2.2 0.600
H -3.931340 -19.506430 1.954850 0.0 0.4 0.7 0.282
H 0.897600 -9.213960 -5.503870 0.5 0.1 0.2 0.321
C -10.402630 -17.722930 -20.661940 0.9 0.6 -0.1 -0.883
N -9.546780 -22.348010 -11.436110 1.2 0.9 -0.9 -0.192
H -0.779440 -6.633130 -7.066110 0.2 0.5 0.2 0.386
H -11.163890 -22.291500 -4.093600 -0.5 -0.8 0.2 0.408
C -4.357560 -18.509900 1.839200 -0.6 1.5 -1.7 -0.744
H -8.149740 -25.490920 -11.040470 -0.3 -0.1 0.3 0.325
C -0.270880 -8.680630 -7.117700 0.3 0.2 0.9 0.157
H -1.861170 -8.791420 -5.572400 0.4 1.0 0.0 0.390
C -8.948200 -24.766820 -10.878500 -0.2 0.5 0.0 -0.994
H -10.522120 -22.559470 -11.280930 -0.3 -0.6 1.6 0.396
H -9.896160 -25.043520 -11.339920 0.0 -0.3 0.1 0.387
F -8.273630 -16.610170 -9.221280 -1.6 -0.2 -1.5 -0.400
C -3.327910 -16.627270 0.376780 0.9 -2.4 -2.0 -0.338
H -11.567370 -11.196810 -7.614040 0.1 0.0 0.0 0.427
N -13.604260 -12.718700 -7.581740 0.2 -1.0 0.7 -0.261
H -3.035210 -11.742080 -6.115640 0.5 -0.1 -0.4 0.200
H -4.009410 -10.389550 -5.675070 -0.3 0.1 0.1 0.327
N -1.438930 -15.815030 -5.870350 -0.8 -0.1 1.4 0.043
H 0.075130 -7.196850 -8.413190 0.1 0.9 -0.4 0.377
C -6.675820 -14.023240 -16.564470 -0.7 0.0 0.0 -0.613
H -14.171880 -12.271920 -6.875840 0.2 0.9 0.7 0.341
C -12.206930 -13.178690 -7.117960 0.8 -1.1 -2.0 0.281
H -8.190630 -20.772840 -11.579550 -0.1 0.2 0.3 0.334
C -6.007500 -13.019290 -13.034210 0.7 0.8 -1.0 -0.929
F -6.391750 -17.590890 -8.471660 0.7 -0.9 -0.1 -0.409
H -8.402120 -9.738910 1.480540 0.0 0.3 -0.3 0.393
C -9.007930 -21.013420 -10.899670 -0.5 -0.3 -0.4 -0.801
N -9.773390 -16.907460 -19.547800 1.7 0.4 -1.8 -0.013
H -5.572930 -10.153410 0.416430 -0.2 0.7 0.4 0.366
H -9.848440 -20.325310 -10.989930 0.3 0.2 0.0 0.366
H -0.948310 -16.028640 -7.908280 -0.8 0.2 -0.2 0.375
H -11.783530 -14.753620 -3.652670 0.3 -0.5 0.2 0.212
H -13.500000 -12.150130 -8.409970 -0.1 0.6 -0.1 0.365
C -8.429260 -15.504320 -17.607450 -1.9 -0.4 0.5 1.012
H -0.566400 -15.609800 -2.671260 0.1 -0.2 0.1 0.525
C -1.441650 -9.407500 -6.367730 -1.3 -0.4 0.8 -0.820
H -4.079380 -19.789290 -0.140100 0.1 -0.3 -0.6 0.445
H -5.318910 -12.718190 -15.514610 -0.2 0.3 -0.3 0.365
H -6.083520 -13.634730 -12.137800 -0.3 0.2 -0.2 0.393
H -11.747080 -13.483020 -8.058180 -0.4 -0.8 -0.2 0.287
C -2.296350 -16.701100 -3.346790 -0.3 -2.0 -1.2 0.904
H -11.373050 -19.467490 -5.132130 -0.2 -0.4 0.3 0.346
C -7.755780 -14.941300 -16.407850 1.6 1.6 -1.8 0.858
H -11.566630 -16.630700 -18.564750 0.0 0.0 0.2 0.511
H -5.678210 -11.296290 -0.696490 0.6 -0.2 -0.8 0.324
C -12.191410 -14.392400 -6.153470 -1.1 1.7 0.4 -0.645
C -2.592180 -16.537900 -5.737060 0.4 0.3 -0.6 -0.534
N -6.186650 -10.520520 -0.296800 -0.8 -1.5 -0.4 -0.222
H 0.194080 -15.016650 -4.905670 0.0 0.3 0.1 0.480
H -14.052150 -21.634730 -1.554580 0.2 0.1 -0.1 0.327
C -0.752920 -15.509660 -4.742770 0.7 -0.2 -2.1 -0.297
C -3.493420 -10.840680 -6.522620 0.3 1.4 0.4 -0.625
H -9.488350 -10.802780 0.626150 -0.1 0.0 0.1 0.361
H -6.464320 -14.377920 -2.995880 0.4 0.6 0.3 0.279
H -2.911600 -19.411340 -2.367640 -0.3 0.2 -0.4 0.536
C -12.936240 -21.212620 -3.311330 -6.5 1.3 -0.8 0.473
H -8.962000 -15.874420 -14.950120 0.0 -0.1 0.1 0.494
C -7.757980 -15.878600 -18.737170 0.7 -0.9 -0.4 -0.728
H -1.095270 -10.228810 -5.740380 0.9 -0.3 -0.5 0.411
H -8.655060 -21.041990 -9.868770 -0.1 -0.5 -0.2 0.323
C -13.311620 -22.143380 -2.171810 1.6 0.5 0.0 -0.932
C -3.708640 -18.825470 -0.456290 1.7 -0.1 -1.5 -0.020
O -2.608210 -9.848780 -7.075940 0.9 -0.2 -1.4 -0.347
F -7.935540 -16.837290 -7.001810 -1.1 -0.7 1.7 -0.402
C -8.415790 -16.627830 -19.713030 -1.9 0.1 1.2 -0.193
H -8.380030 -13.140630 -0.040570 -0.2 -0.1 -0.3 0.376
C -2.734210 -16.260480 -0.902680 -2.0 -1.5 1.7 -0.714
C -8.152850 -15.183950 -15.137040 -1.5 -0.7 1.1 -0.802
H -14.236680 -13.464540 -7.834470 0.1 -0.9 -0.4 0.341
B -7.354320 -16.619730 -8.223560 0.6 -0.8 0.1 0.601
N -6.599400 -13.653760 -14.214860 -1.0 -0.7 -1.4 0.066
H -3.183040 -16.562130 -6.640770 -0.1 -0.5 -0.1 0.740
H -11.089290 -17.112850 -21.248800 -0.9 -0.2 0.8 0.399
H -1.876310 -14.454910 -7.357400 0.0 -0.4 -0.7 0.409
H 0.372130 -7.577780 -5.393950 0.4 0.3 0.0 0.426
N -3.735640 -17.943650 0.535030 -0.2 1.3 0.2 -0.079
H -6.453510 -12.025120 -13.005840 0.0 -0.1 0.7 0.371
C -11.364870 -11.958300 -6.860900 -0.6 0.5 1.5 -1.480
H -7.439740 -14.942760 -1.675690 0.1 0.1 0.5 0.333
C -10.507580 -16.422070 -18.528810 1.2 -0.1 -0.9 -0.315
C -3.095810 -18.564330 -1.723410 -0.5 1.3 1.9 -0.798
C -7.230520 -14.064700 -2.286710 0.1 -0.3 0.4 -0.837
H -7.085700 -11.525290 1.220080 -0.1 -0.8 -0.2 0.354
H -13.759740 -23.093040 -2.464160 0.2 0.0 -0.5 0.326
H -10.942130 -20.962680 -3.217430 0.5 0.0 0.6 0.383
H -10.700960 -18.667450 -20.206960 -0.5 0.2 -0.5 0.376
C -1.114620 -15.218270 -7.198540 0.8 -0.1 0.7 -0.953
H -3.463700 -16.117390 1.319110 0.4 0.9 -0.4 0.456
C -11.186190 -20.536840 -5.230510 -0.8 -1.2 -0.3 -0.872
H -9.646250 -17.842930 -21.437560 0.3 -0.6 0.4 0.301
H -9.130840 -24.511530 -9.834680 -0.1 -0.6 0.4 0.323
C -8.573380 -10.220380 0.517760 0.4 -1.1 -0.2 -1.308
H -11.645490 -11.551710 -5.889280 0.3 0.3 0.1 0.370
H -2.505590 -15.213900 -1.039720 0.3 -0.1 -0.1 0.477
H -4.324030 -17.737370 2.607420 0.8 -0.6 0.3 0.263
C -7.429780 -11.240300 0.225850 -0.8 0.9 1.3 -0.047
O -13.822620 -20.431620 -3.713900 5.3 -2.3 0.3 -0.389
H -12.391280 -22.329180 -1.618130 -0.2 -0.4 0.5 0.360
C -2.678000 -17.222890 -1.974860 -0.7 0.5 0.9 0.724
C -1.154130 -15.928770 -3.519330 -0.6 0.1 1.3 -0.674
H -10.358830 -15.439810 -16.676980 -0.2 0.3 -0.1 0.477
O -12.952990 -13.932350 -5.034990 0.1 0.4 -1.7 -0.327
H -10.178010 -20.742890 -5.589980 0.3 0.1 0.9 0.384
H -6.436750 -9.860700 -1.019420 0.2 0.5 -0.2 0.356
C -3.002330 -17.116790 -4.554900 1.1 1.7 1.7 -0.808
C -6.195510 -13.348210 -15.482290 1.2 -0.7 1.3 -0.386
C -7.608110 -14.524510 -14.068260 1.2 0.7 1.0 -0.207
C -12.834980 -14.760280 -3.939890 0.5 -0.3 1.4 -0.681
H -6.211700 -13.742790 -17.498460 -0.3 -0.2 -0.3 0.418
H -6.687440 -15.743100 -18.692690 0.1 -0.1 -0.8 0.438
H -8.136690 -13.960160 -2.883400 -0.1 0.9 0.1 0.317
H 1.796500 -8.027610 -6.453220 -0.3 0.2 -0.2 0.419
H -7.838060 -14.590370 -13.015080 -0.7 -0.8 -0.1 0.542
H 0.289220 -9.208210 -7.889740 -0.9 -0.5 -0.2 0.346
C -7.919350 -12.411640 -0.707230 1.2 1.9 0.4 -0.566
O -6.826970 -12.920370 -1.465390 -0.7 -1.0 -0.7 -0.333
N -11.526450 -21.361720 -3.938140 0.5 2.6 -1.2 -0.181
H -1.557450 -7.465370 -8.251000 -0.4 0.2 -0.5 0.312
H -11.774610 -21.003270 -6.020640 -0.5 0.5 0.2 0.365
H -8.625630 -11.893670 -1.356060 -0.4 -0.6 -0.3 0.420
H -4.215770 -11.044590 -7.313020 0.2 -0.2 0.2 0.258
C -9.824170 -15.719330 -17.572750 0.2 0.0 1.4 -0.698
F -6.762550 -15.413470 -8.157490 1.5 2.7 0.0 -0.381
H -5.416680 -18.521070 1.581810 -0.1 -0.6 0.1 0.429
H -4.960230 -12.874340 -13.299340 0.1 0.0 0.4 0.324
```
Positions in Å, forces in eV/Å.

Summary:
total charge: +8
E_HOMO: -22.666 eV
HOMO-LUMO gap: 7.72 eV